(1)
{
  "formula": "C31H46BrN3NiOP2",
  "method": "ωB97M-V/def2-TZVPD",
  "elements": ["N", "C", "C", "C", "C", "C", "C", "Ni", "P", "C", "C", "C", "C", "C", "C", "C", "Br", "H", "H", "H", "H", "H", "H", "H", "H", "H", "H", "P", "C", "C", "H", "H", "H", "H", "H", "C", "C", "H", "H", "H", "H", "H", "C", "C", "H", "H", "H", "H", "H", "C", "C", "H", "H", "H", "H", "H", "C", "C", "H", "H", "H", "H", "H", "C", "C", "H", "H", "H", "H", "H", "N", "C", "O", "C", "C", "C", "C", "N", "C", "H", "H", "H", "H", "H", "H"],
  "xyz": [[2.96814, 4.47048, -4.53942], [3.76443, 3.93755, -3.60846], [3.78819, 2.55634, -3.36947], [2.95198, 1.70313, -4.12833], [2.14040, 2.30234, -5.11904], [2.20130, 3.68964, -5.30086], [2.85790, 0.29141, -3.81147], [-1.15954, -1.27955, 0.20340], [-1.68807, -1.50171, 2.66019], [1.98723, -0.60624, -4.35351], [1.30200, -1.54812, -3.49581], [-0.09381, -1.77391, -3.68562], [-0.83359, -2.21582, -2.58895], [-0.19135, -2.12362, -1.34651], [1.13692, -2.51467, -1.28036], [1.93520, -2.13128, -2.36505], [-1.78931, -3.41172, 0.35703], [3.51445, -0.09543, -3.02558], [1.65963, -0.55709, -5.39208], [4.39877, 2.13971, -2.56726], [1.41187, 1.71109, -5.66547], [4.40601, 4.61078, -3.02192], [1.60611, 4.18445, -6.07434], [-0.55576, -1.57607, -4.66035], [3.02053, -2.26922, -2.35685], [-1.86520, -2.54869, -2.67822], [1.52293, -3.03496, -0.40575], [-1.68628, 0.81796, -0.31878], [-0.25281, -2.61652, 3.17629], [-0.42640, -3.67623, 4.26332], [0.55029, -1.91870, 3.46274], [0.09511, -3.10903, 2.25486], [0.55109, -4.11738, 4.51819], [-0.83696, -3.28540, 5.20230], [-1.06729, -4.50399, 3.93705], [-3.52276, -1.91286, 2.62224], [-4.02133, -3.12335, 3.40265], [-3.75141, -2.07502, 1.55701], [-4.08953, -1.01437, 2.90662], [-4.74117, -3.68211, 2.78895], [-3.22258, -3.82006, 3.67774], [-4.55410, -2.85919, 4.32609], [-1.73449, -0.32436, 4.06810], [-2.01845, -0.97153, 5.42489], [-2.53390, 0.38346, 3.83585], [-0.78455, 0.22325, 4.06436], [-2.52776, -0.26046, 6.09442], [-2.66807, -1.85744, 5.35379], [-1.09361, -1.27851, 5.93182], [-1.86365, 2.40141, 0.63038], [-2.74198, 2.36794, 1.88235], [-2.28760, 3.12586, -0.08560], [-0.85263, 2.75296, 0.88653], [-2.84685, 3.39409, 2.26925], [-3.75851, 1.98498, 1.69832], [-2.27258, 1.77282, 2.67888], [-3.41705, 0.71122, -0.94490], [-3.61993, -0.31441, -2.04557], [-3.69905, 1.71375, -1.29046], [-4.04349, 0.47709, -0.07253], [-4.68990, -0.48135, -2.20859], [-3.19154, 0.01806, -2.99801], [-3.17330, -1.28582, -1.80520], [-0.70241, 1.40576, -1.79993], [0.30853, 2.54245, -1.58998], [-1.43827, 1.69239, -2.57660], [-0.17397, 0.51211, -2.18434], [0.68731, 2.86677, -2.57185], [-0.12995, 3.41991, -1.09317], [1.18557, 2.20690, -1.01699], [5.49425, -0.17557, 0.65638], [4.46341, 0.00624, -0.23272], [4.59636, -0.30443, -1.42399], [3.23755, 0.63692, 0.34862], [3.25793, 1.48903, 1.46581], [2.07208, 1.71996, 2.16148], [0.94532, 0.95824, 1.81958], [0.89445, 0.21247, 0.69824], [1.96559, 0.26417, -0.11274], [6.28903, -0.68123, 0.29728], [5.33925, -0.24434, 1.65373], [4.19644, 1.98670, 1.71378], [1.98832, 2.45131, 2.97119], [0.05492, 1.00062, 2.45167], [1.86597, -0.03192, -1.16072]],
  "forces_ev_per_a": [[0.36, 0.32, 0.00], [-0.25, -0.76, -0.09], [-0.15, -0.08, 0.03], [0.09, 0.54, -0.49], [0.01, 0.30, 0.33], [0.09, -0.67, 0.26], [0.80, 0.05, 0.31], [1.53, 0.59, 1.75], [-0.21, 0.92, -0.05], [-1.02, -1.07, -0.64], [0.98, 0.60, -0.53], [-0.45, -0.76, 0.53], [0.21, 0.68, -1.58], [-1.57, -0.63, 0.11], [1.52, 0.22, -0.54], [-0.53, -0.59, 1.08], [0.10, -1.28, -0.97], [-0.47, 0.50, 0.35], [-0.51, 0.60, 0.31], [-0.03, 0.08, -0.31], [0.22, 0.10, -0.12], [-0.43, -0.23, -0.35], [0.16, -0.16, 0.33], [0.16, -0.13, 0.47], [-0.40, 0.16, 0.13], [0.16, 0.48, 0.04], [0.15, 0.43, -0.07], [-1.04, 1.36, -1.34], [-0.31, -0.41, -0.35], [-0.01, -0.37, 0.46], [-0.41, 0.15, -0.04], [-0.13, 0.20, 0.37], [-0.28, 0.19, -0.20], [0.10, -0.07, -0.38], [0.12, 0.23, -0.01], [0.21, -0.53, -0.55], [-0.45, -0.66, 0.33], [0.13, 0.11, 0.41], [0.55, -0.02, 0.07], [0.20, 0.09, 0.20], [-0.17, 0.14, -0.11], [0.26, 0.06, -0.23], [0.15, 0.27, -0.27], [-0.04, -0.14, 0.63], [0.18, -0.11, 0.07], [-0.22, 0.01, 0.31], [0.22, -0.19, -0.27], [0.20, 0.34, -0.03], [-0.27, 0.08, -0.19], [0.33, -0.15, 0.36], [0.02, 0.10, 0.27], [0.24, -0.35, 0.04], [-0.34, -0.03, -0.05], [-0.01, -0.36, -0.13], [0.40, 0.09, 0.01], [-0.22, 0.27, -0.38], [0.18, 0.16, 0.13], [-0.25, -0.22, -0.28], [-0.06, -0.15, 0.07], [0.10, 0.03, -0.18], [0.20, 0.02, -0.04], [-0.02, -0.04, 0.16], [-0.19, 0.19, 0.12], [-0.06, -0.37, -0.14], [0.10, 0.12, -0.11], [0.28, -0.11, 0.37], [-0.28, 0.42, 0.04], [-0.15, -0.04, 0.30], [0.19, -0.30, -0.23], [-0.36, 0.31, -0.10], [-0.87, -0.07, -0.31], [1.40, 0.17, -0.86], [-0.52, 0.29, 1.39], [-0.86, 0.29, 0.61], [0.03, -0.24, -0.22], [-0.38, -0.04, -0.05], [0.62, 0.10, -0.03], [0.17, 0.84, -0.28], [0.60, -0.82, 0.32], [0.08, 0.02, -0.06], [-0.05, 0.17, -0.24], [-0.27, -0.18, 0.25], [0.23, -0.39, -0.26], [0.25, -0.18, -0.35], [-0.06, -0.43, 0.65]],
  "multiplicity": 3,
  "s2": 2.218,
  "charge": 2,
  "orbital_gap_ev": [5.9, 5.3],
  "fmax_ev_per_a": 2.4,
  "e_homo_ev": [-13.2618, -13.7163]
}

(2)
{
  "formula": "C31H46BrN3OP2Pb",
  "method": "ωB97M-V/def2-TZVPD",
  "elements": ["N", "C", "C", "C", "C", "C", "C", "Pb", "P", "C", "C", "C", "C", "C", "C", "C", "Br", "H", "H", "H", "H", "H", "H", "H", "H", "H", "H", "P", "C", "C", "H", "H", "H", "H", "H", "C", "C", "H", "H", "H", "H", "H", "C", "C", "H", "H", "H", "H", "H", "C", "C", "H", "H", "H", "H", "H", "C", "C", "H", "H", "H", "H", "H", "C", "C", "H", "H", "H", "H", "H", "N", "C", "O", "C", "C", "C", "N", "C", "C", "H", "H", "H", "H", "H", "H"],
  "xyz": [[6.82068, 0.36084, 5.66424], [5.60000, -0.03607, 6.02414], [4.75657, -0.71464, 5.14289], [5.21184, -0.98020, 3.83272], [6.53318, -0.62620, 3.49369], [7.27512, 0.09239, 4.44575], [4.24908, -1.47678, 2.80582], [4.27404, -2.83058, 0.92744], [2.01032, -4.14264, -0.90032], [4.13064, -0.71227, 1.57990], [2.78720, -0.36593, 1.04066], [2.59634, -0.57816, -0.32422], [1.33324, -0.47418, -0.88084], [0.25429, -0.03216, -0.07776], [0.47413, 0.28878, 1.26592], [1.72864, 0.11760, 1.83661], [-1.40369, 0.25036, -0.83762], [3.34896, -1.95016, 3.23759], [4.98409, -0.08225, 1.27217], [3.73828, -0.98161, 5.44700], [6.97713, -0.85441, 2.51910], [5.24754, 0.22385, 7.03115], [8.26654, 0.46831, 4.16486], [3.46638, -0.77676, -0.96364], [1.94254, 0.34620, 2.88380], [1.19835, -0.69742, -1.93416], [-0.33508, 0.70097, 1.86798], [1.21619, 2.09160, -2.42205], [1.21756, -3.51765, 0.72155], [0.35535, -4.66109, 1.28896], [0.64782, -2.60105, 0.53229], [1.96598, -3.26454, 1.50375], [0.12105, -4.44259, 2.33984], [-0.58814, -4.77944, 0.74379], [0.92145, -5.60321, 1.24651], [3.16687, -3.29877, -2.13296], [3.22529, -3.96154, -3.52705], [4.19073, -3.29131, -1.72344], [2.82130, -2.26217, -2.23186], [4.10226, -3.56347, -4.05497], [3.33379, -5.05171, -3.47036], [2.34413, -3.72702, -4.13856], [0.50040, -3.74069, -1.92201], [-0.35220, -4.88505, -2.48124], [0.84701, -3.14241, -2.77742], [-0.14273, -3.08126, -1.32170], [-1.23800, -4.44952, -2.96559], [0.17024, -5.46282, -3.25359], [-0.70326, -5.57620, -1.70713], [-0.09485, 3.07598, -3.23881], [0.28912, 4.49063, -3.68447], [-0.94904, 3.09062, -2.54072], [-0.40042, 2.47626, -4.11263], [0.26982, 5.20706, -2.85301], [1.28256, 4.52196, -4.15377], [-0.43901, 4.83241, -4.43195], [2.43023, 1.77236, -3.77746], [3.81230, 1.33684, -3.28287], [2.48693, 2.67106, -4.41201], [1.97374, 0.96166, -4.37144], [4.40406, 2.19499, -2.93961], [3.74661, 0.60494, -2.46693], [4.35941, 0.85827, -4.10452], [2.11625, 3.31898, -1.38459], [1.25933, 3.94135, -0.28136], [2.51898, 4.08141, -2.07184], [2.96442, 2.77351, -0.93671], [1.89875, 4.58443, 0.33859], [0.44866, 4.56075, -0.68900], [0.81772, 3.17824, 0.37459], [-6.91249, 3.42770, 2.23171], [-6.28615, 2.47323, 2.99386], [-6.84526, 1.89793, 3.92339], [-4.84588, 2.21428, 2.64846], [-4.07830, 3.04000, 1.80871], [-2.74863, 2.67005, 1.52646], [-2.17815, 1.59441, 2.07477], [-2.89001, 0.80775, 2.89039], [-4.22603, 1.09118, 3.20784], [-7.90145, 3.53787, 2.38953], [-6.55140, 3.70381, 1.32925], [-4.46436, 3.95401, 1.36397], [-2.14538, 3.26895, 0.83957], [-2.40074, -0.07262, 3.31458], [-4.76374, 0.42403, 3.88244]],
  "forces_ev_per_a": [[-0.04, 0.21, 0.28], [0.01, -0.02, -0.45], [-0.32, -0.31, -0.55], [1.11, -0.61, 0.08], [-0.35, 0.39, 0.51], [-0.19, -0.48, -0.64], [-0.43, 4.38, 0.80], [0.04, -3.86, -2.54], [-1.07, -2.12, -1.15], [-1.11, 2.29, 3.36], [1.19, -0.60, 0.23], [-0.34, -0.15, -0.77], [-0.05, 0.18, -0.12], [0.98, -0.26, -0.09], [0.48, 0.08, 0.60], [0.05, -0.73, 0.20], [-0.12, -0.27, -0.11], [0.03, 0.05, -0.45], [-0.16, -0.68, -0.03], [0.41, 0.07, -0.09], [-0.19, 0.13, 0.31], [0.30, -0.17, -0.43], [-0.33, -0.20, 0.36], [-0.34, -0.02, 0.18], [-0.33, -0.03, -0.29], [-0.18, 0.07, 0.26], [-0.09, 0.09, -0.26], [0.08, -0.12, 0.24], [0.57, 0.97, -0.23], [0.42, -0.07, 0.00], [0.13, -0.15, 0.28], [-0.05, 0.03, 0.24], [-0.02, -0.06, -0.31], [0.29, 0.07, 0.01], [-0.31, 0.20, 0.03], [0.26, 1.36, 0.73], [-0.17, -0.28, 0.22], [-0.03, 0.11, -0.23], [0.42, -0.13, -0.26], [-0.24, -0.10, 0.17], [-0.04, 0.23, 0.04], [0.21, -0.11, 0.27], [-0.43, -0.03, -0.36], [-0.17, -0.06, -0.12], [-0.16, -0.05, 0.31], [0.12, -0.12, -0.10], [0.19, -0.15, 0.15], [0.02, 0.09, 0.29], [0.13, 0.12, -0.13], [0.02, 0.10, -0.11], [-0.25, 0.10, -0.22], [0.20, 0.03, -0.33], [-0.03, 0.13, 0.30], [0.09, -0.21, -0.22], [-0.27, 0.03, 0.12], [0.24, 0.07, 0.19], [-0.43, 0.15, -0.12], [0.13, 0.08, -0.31], [0.19, -0.37, 0.03], [0.18, 0.34, 0.03], [-0.14, -0.26, 0.00], [-0.02, 0.19, -0.13], [0.00, 0.15, 0.21], [0.08, -0.05, -0.38], [0.18, 0.18, 0.08], [0.04, -0.06, 0.43], [-0.14, 0.25, -0.15], [-0.31, -0.08, -0.08], [0.21, -0.20, 0.13], [0.04, 0.11, -0.15], [0.29, -0.44, 0.10], [-1.06, 0.11, 0.63], [0.83, 0.55, -1.08], [0.85, -0.12, -0.09], [0.50, -0.55, -0.04], [-0.94, -0.03, 0.61], [0.14, -0.15, -0.03], [-0.88, 0.86, -0.10], [0.41, -0.28, -0.09], [0.00, 0.03, 0.00], [-0.13, -0.10, 0.29], [0.00, -0.20, 0.13], [-0.09, -0.16, 0.27], [-0.05, 0.28, -0.14], [-0.05, 0.34, -0.23]],
  "charge": 2,
  "orbital_gap_ev": [2.9, 2.8],
  "fmax_ev_per_a": 4.6,
  "e_homo_ev": [-12.4227, -12.4076]
}

What molecular weight values result from the calculations? In sequence: 677.3, 825.8 g/mol.
What total energy values result from the calculations? In sequence: -6212.7424, -4897.1769 Eh.
What ΔE to the lowest compared entry with this formula, charge and spin values result from the calculations? In sequence: 2.493, 3.703 eV.